Entry 1:
18
Properties=species:S:1:pos:R:3:forces:R:3 method="wB97M-V/def2-TZVPD" relative_energy_kj_mol=79.8 largest_force_ev_per_a=1.245 smiles="C=C(N)C(C)(C)C#N" e_homo_ha=-0.3156 mol_weight_da=110.2 gap_ev=9.3
C 1.528 1.187 0.853 0.607 -0.771 0.289
C 0.987 0.116 0.251 0.140 1.143 -0.044
N 1.693 -1.011 -0.112 0.181 -0.287 -0.151
C -0.493 0.117 -0.077 0.228 -0.022 0.592
C -0.814 -0.359 -1.501 0.085 0.159 0.002
C -1.246 -0.721 0.967 -0.150 0.020 -0.037
C -0.914 1.520 0.041 -1.181 0.108 -0.377
N -1.439 2.543 0.055 0.290 -0.061 0.106
H 0.983 1.938 1.395 -0.405 0.196 -0.409
H 2.593 1.243 1.006 0.281 -0.209 0.070
H 2.694 -0.919 -0.026 -0.066 -0.096 -0.018
H 1.408 -1.471 -0.963 0.071 0.068 0.003
H -0.685 -1.437 -1.587 -0.011 -0.054 0.022
H -0.175 0.140 -2.229 0.015 0.010 -0.033
H -1.848 -0.112 -1.737 -0.006 -0.094 -0.001
H -2.314 -0.703 0.761 -0.064 -0.085 0.012
H -1.077 -0.325 1.966 0.008 0.021 0.009
H -0.881 -1.747 0.938 -0.023 -0.048 -0.035


Entry 2:
13
Properties=species:S:1:pos:R:3:forces:R:3 method="wB97M-V/def2-TZVPD" relative_energy_kj_mol=591.2 largest_force_ev_per_a=0.451 e_homo_ha=-0.3124 mol_weight_da=89.1 gap_ev=9.0
O 1.201 0.452 -1.058 0.034 -0.042 -0.058
C 0.166 0.887 -0.172 -0.184 0.069 0.192
C -1.260 0.430 -0.450 -0.048 0.278 -0.188
O -1.288 -0.874 0.136 0.003 -0.075 -0.025
C -0.077 -0.790 0.803 0.203 -0.287 0.284
N 0.949 -1.499 0.325 -0.122 0.061 0.214
H 1.259 -1.001 -0.591 0.027 0.080 -0.126
H 0.425 1.485 0.708 -0.026 -0.087 -0.170
H 0.493 1.609 -1.052 0.063 0.134 -0.095
H -2.000 1.089 0.023 0.111 -0.092 -0.044
H -1.461 0.355 -1.524 0.001 -0.002 0.146
H -0.136 -0.615 1.877 -0.007 -0.033 -0.100
H 1.728 -1.529 0.975 -0.056 -0.005 -0.030


Entry 3:
60
Properties=species:S:1:pos:R:3:forces:R:3 method="wB97M-V/def2-TZVPD" relative_energy_kj_mol=98.2 charge=+1 largest_force_ev_per_a=9.259 e_homo_ha=-0.4697 mol_weight_da=323.4 gap_ev=10.5
O -30.953 -32.941 -38.306 -1.183 1.094 -0.889
H -30.206 -32.653 -37.750 0.550 0.265 0.126
H -30.809 -32.511 -39.240 -0.031 -0.592 0.666
H -31.758 -32.446 -37.901 0.347 -0.327 -0.270
C -29.381 -32.640 -41.465 0.569 0.839 -4.459
C -28.328 -31.598 -41.741 1.108 1.910 -0.120
O -27.215 -32.101 -42.542 -1.065 0.255 0.810
O -30.512 -32.138 -40.849 -3.060 3.023 -1.404
H -28.976 -33.378 -40.819 0.221 -1.154 0.021
H -29.596 -32.862 -42.608 -0.161 -1.080 2.355
H -27.930 -31.294 -40.765 0.483 0.062 -0.257
H -28.746 -30.582 -42.168 0.464 -2.069 0.352
H -27.450 -32.815 -43.165 -0.329 0.590 0.509
H -30.999 -31.449 -41.517 1.736 -2.430 2.597
C -30.073 -29.590 -37.126 -0.026 -2.999 -3.768
C -29.041 -29.740 -38.274 -0.904 3.696 1.888
O -28.840 -28.442 -38.774 -0.697 0.516 -2.228
O -30.076 -30.929 -36.698 -0.028 -1.595 2.841
H -31.061 -29.326 -37.540 0.404 -0.370 -0.196
H -29.960 -28.915 -36.388 1.321 2.281 2.626
H -29.530 -30.398 -38.958 0.329 -0.342 -0.918
H -28.060 -29.977 -37.935 0.469 -1.601 0.580
H -28.251 -27.968 -38.203 0.443 0.289 0.379
H -29.404 -31.059 -35.973 -1.054 0.290 -1.154
C -27.437 -33.280 -36.187 2.131 0.503 1.555
C -27.442 -33.839 -37.645 2.271 -2.323 2.395
C -28.185 -35.165 -37.733 -3.079 0.504 1.255
O -28.102 -32.904 -38.361 1.449 4.128 -3.678
H -28.531 -33.106 -36.026 1.060 -0.026 0.573
H -26.760 -32.270 -35.929 -1.987 -2.319 -1.359
H -26.957 -33.987 -35.414 -1.221 0.716 -1.167
H -26.404 -34.091 -38.048 -1.033 0.747 0.534
H -29.359 -35.118 -37.624 2.114 0.422 0.411
H -27.844 -35.959 -37.105 0.395 -0.060 1.084
H -28.150 -35.642 -38.647 0.607 -0.407 -2.559
H -27.361 -32.220 -38.678 -2.740 -1.981 0.972
C -31.977 -35.703 -34.945 -0.084 0.669 0.495
C -32.429 -34.240 -34.893 3.603 -1.543 -5.025
C -31.354 -33.281 -34.595 3.966 2.024 2.962
O -32.819 -33.961 -36.279 5.199 4.136 2.088
H -32.860 -36.346 -34.887 0.358 -0.153 -0.854
H -31.339 -36.039 -34.173 0.416 0.040 1.733
H -31.250 -35.773 -35.750 -0.773 -0.384 -0.850
H -33.201 -34.070 -34.337 -4.693 0.733 3.600
H -30.405 -33.420 -35.131 -0.238 -1.063 -0.214
H -30.958 -33.329 -33.460 -1.214 -0.267 -2.314
H -31.344 -32.171 -34.756 -1.690 -0.804 0.026
H -33.501 -34.379 -36.631 -4.881 -3.385 -1.667
C -33.517 -29.388 -39.518 4.242 -4.163 7.099
C -33.927 -30.764 -38.765 2.339 0.872 -3.047
C -34.213 -32.043 -39.656 -2.091 5.580 -0.377
O -32.942 -31.021 -37.822 3.411 -6.110 -2.805
H -33.092 -28.599 -38.822 -0.552 -1.145 -0.690
H -34.195 -29.032 -40.045 -6.270 3.258 -4.833
H -32.785 -29.833 -40.088 2.201 -0.080 -1.748
H -34.584 -30.705 -38.030 -5.355 0.891 1.544
H -35.307 -31.799 -39.827 1.205 -0.658 -1.064
H -34.287 -32.830 -39.069 -0.044 -3.779 3.185
H -33.614 -32.332 -40.489 0.374 0.581 -0.876
H -32.795 -30.360 -37.262 0.697 4.296 3.526


Entry 4:
127
Properties=species:S:1:pos:R:3:forces:R:3 method="wB97M-V/def2-TZVPD" largest_force_ev_per_a=3.700 e_homo_ha=-0.2609 mol_weight_da=891.8 gap_ev=7.4
Y 0.939 -13.008 18.410 0.403 0.890 1.227
O 1.190 -14.278 16.679 0.416 -0.534 -0.199
H 1.963 -14.878 16.645 -0.712 0.501 -0.370
C 1.976 -10.014 21.728 -1.105 -2.297 -2.408
C 1.601 -11.058 20.919 -1.880 -0.435 0.070
C 0.737 -12.299 21.605 1.260 1.018 -3.326
O 0.371 -13.176 20.714 0.220 -0.063 -0.746
C 0.374 -12.304 22.878 -1.021 -1.891 0.547
C 0.738 -11.268 23.721 0.351 1.626 0.248
C 1.744 -10.179 23.094 -0.033 -0.385 1.822
O 2.398 -9.458 23.803 0.204 0.764 2.255
O 0.232 -11.181 24.822 0.632 0.879 0.632
O 1.636 -11.132 19.614 0.072 -0.336 0.621
H 2.453 -9.100 21.460 0.388 0.296 -0.527
H -0.315 -13.049 23.325 0.542 0.368 -0.623
C 0.690 -11.620 12.020 0.444 -0.492 -0.272
C -0.125 -11.431 10.756 -0.581 0.394 0.216
O 0.709 -11.320 9.585 -0.583 -0.183 0.853
O -0.101 -11.797 13.191 0.290 -0.924 -0.535
H 1.336 -10.758 12.142 0.281 0.275 0.137
H 1.332 -12.504 11.854 -0.051 0.341 0.181
H -0.746 -10.532 10.871 0.097 -0.034 -0.085
H -0.842 -12.248 10.678 0.191 -0.255 -0.384
H 0.755 -10.377 9.438 0.276 0.161 -0.362
H 0.061 -12.758 13.402 -0.354 0.721 0.338
C 4.037 -18.510 12.609 -1.057 -0.274 0.907
C 3.216 -19.592 13.386 1.107 0.235 -0.025
O 2.043 -19.106 14.001 -0.003 0.799 -0.363
O 4.542 -17.521 13.493 -0.199 -0.169 -0.236
H 3.394 -18.085 11.829 0.064 0.166 0.042
H 4.896 -18.971 12.124 -0.029 -0.178 0.044
H 3.934 -20.006 14.125 -0.494 -0.001 -0.271
H 2.897 -20.360 12.693 0.266 -0.425 -0.318
H 1.973 -19.378 14.922 0.246 -0.145 0.268
H 3.797 -16.992 13.823 0.112 0.050 -0.075
C 4.995 -13.628 13.071 0.861 -1.598 -0.162
C 4.713 -14.517 14.293 -0.556 -0.177 -0.675
O 3.365 -15.080 14.306 1.437 -0.082 0.192
O 4.225 -12.479 13.088 -0.654 1.349 0.153
H 4.749 -14.209 12.166 0.220 -0.095 0.157
H 6.074 -13.362 13.023 -0.421 -0.379 0.234
H 4.857 -13.933 15.203 0.023 0.037 0.136
H 5.407 -15.381 14.277 -0.367 0.536 0.030
H 2.743 -14.545 13.809 -0.342 0.444 0.003
H 4.582 -11.881 12.417 -0.310 -0.087 0.187
C -1.453 -15.354 14.500 1.837 -0.826 -0.606
C -0.080 -15.509 13.776 -0.237 0.815 1.531
O 0.640 -14.275 14.058 0.011 -0.004 -1.189
O -1.308 -15.655 15.895 -0.089 0.626 -0.336
H -2.112 -16.069 14.032 -0.560 -0.423 0.339
H -1.823 -14.351 14.207 0.060 -0.188 0.732
H -0.215 -15.656 12.698 0.175 0.494 0.156
H 0.520 -16.363 14.159 -0.542 0.343 -0.102
H 0.670 -14.051 15.026 0.362 -0.833 -0.066
H -0.465 -15.281 16.267 -0.630 -0.032 -0.584
C 0.054 -20.096 16.507 0.470 -0.045 0.069
O 1.473 -20.003 16.659 -0.405 0.748 -0.005
C 2.119 -21.117 17.216 0.507 -0.860 -0.775
C 3.630 -20.824 17.189 -0.782 0.061 0.792
N 4.394 -21.878 17.894 -0.532 0.838 -0.383
C 4.583 -21.538 19.281 -0.166 0.056 0.846
C 5.678 -20.553 19.689 -0.485 0.370 -0.249
O 5.369 -19.197 19.320 0.569 -0.946 -1.038
C 6.303 -18.275 19.859 -1.600 -0.084 0.775
H -0.460 -20.153 17.484 0.204 -0.079 -0.423
H -0.206 -20.919 15.841 -0.049 -0.381 0.267
H -0.241 -19.207 15.967 -0.137 0.395 0.167
H 1.955 -21.975 16.571 -0.365 -0.504 0.060
H 1.748 -21.338 18.232 0.192 0.082 -0.178
H 3.620 -19.871 17.711 0.959 0.319 0.122
H 3.982 -20.621 16.177 -0.061 -0.347 0.030
H 5.256 -22.123 17.436 0.149 0.110 -0.198
H 4.741 -22.434 19.895 0.123 -0.038 -0.239
H 3.631 -21.143 19.622 -0.239 0.138 0.223
H 6.621 -20.950 19.271 0.037 0.643 0.072
H 5.733 -20.516 20.773 0.235 -0.550 0.401
H 7.287 -18.680 19.980 0.631 -0.241 -0.046
H 5.876 -17.989 20.826 0.533 0.122 0.327
H 6.305 -17.385 19.261 0.164 0.336 -0.575
C 4.326 -11.888 19.168 0.901 -0.174 -0.151
O 3.479 -12.983 18.719 0.236 0.472 0.996
C 3.994 -14.189 19.273 -1.393 -1.457 0.295
C 2.937 -14.952 20.140 0.303 1.616 -0.253
N 1.735 -15.306 19.368 -0.385 -0.350 0.333
C 1.771 -16.617 18.679 1.145 0.545 0.073
C 1.890 -17.815 19.585 0.491 0.600 -0.542
O 0.658 -18.066 20.206 -0.064 0.484 -0.757
C 0.740 -19.074 21.147 -1.079 -1.243 0.753
H 4.386 -11.725 20.281 -0.385 -0.536 -1.071
H 4.024 -10.972 18.708 -0.698 0.405 -0.178
H 5.330 -12.096 18.744 -0.283 -0.005 0.519
H 4.788 -13.989 19.961 0.764 0.225 0.177
H 4.341 -14.802 18.449 0.252 -0.251 -0.187
H 2.633 -14.206 20.909 -0.019 -0.624 -0.355
H 3.433 -15.773 20.671 -0.084 -0.042 -0.219
H 0.956 -15.369 20.014 0.148 0.299 0.429
H 2.695 -16.635 18.100 -0.021 0.074 -0.380
H 0.941 -16.724 17.995 -0.310 0.130 -0.153
H 2.664 -17.551 20.327 -0.141 -0.632 0.003
H 2.272 -18.606 18.903 -0.433 -0.231 0.785
H 0.921 -20.072 20.679 0.138 0.569 0.281
H -0.237 -19.145 21.682 0.681 0.137 -0.460
H 1.499 -18.840 21.888 0.335 -0.178 0.196
C 2.360 -11.157 15.544 1.052 -0.355 0.828
O 1.355 -11.212 16.566 -0.821 0.459 -0.560
C 0.241 -10.268 16.253 1.944 -0.757 -0.585
C -0.507 -10.104 17.511 -0.396 -0.105 0.077
N -0.893 -11.426 17.977 -0.809 -0.049 0.599
C -2.061 -12.008 17.283 0.469 0.394 0.766
C -2.537 -13.204 18.070 0.659 0.221 -0.021
O -1.365 -13.993 18.336 -0.568 -0.743 0.775
C -1.680 -15.153 19.169 0.121 0.213 0.006
H 3.165 -11.885 15.764 -0.754 0.007 0.034
H 2.891 -10.199 15.569 -0.386 0.228 -0.080
H 1.963 -11.360 14.565 -0.283 -0.051 -0.341
H -0.317 -10.658 15.375 0.290 0.273 0.541
H 0.741 -9.334 16.030 -0.111 0.344 -0.488
H -1.370 -9.457 17.389 -0.361 0.142 -0.305
H 0.099 -9.636 18.273 0.450 -0.093 0.178
H -1.214 -11.253 18.920 0.042 -0.301 0.584
H -1.781 -12.368 16.301 0.113 0.196 -0.332
H -2.833 -11.238 17.225 -0.280 -0.189 -0.311
H -3.215 -13.688 17.395 -0.473 -0.949 -0.085
H -3.056 -12.973 19.010 0.230 0.130 -0.102
H -0.751 -15.635 19.512 -0.524 0.377 -0.369
H -2.260 -15.889 18.600 0.089 0.260 -0.069
H -2.239 -14.832 20.062 0.220 -0.008 -0.329